one | # C7H8O4

The molecule C7H8O4 (the ωB97M-V functional and the def2-TZVPD basis, OMol25).

Values from the calculation:
Highest occupied orbital energy   -9.8 eV
Orbital gap   9.07 eV
Total charge   0
SMILES   O=C1C=C(CO)[C@H](O)[C@@H]2O[C@H]12

Positions of all 19 atoms, in Å:
C 0.388 2.249 -1.054
C 0.143 0.857 -0.464
C 0.604 -0.426 -0.755
C 0.280 -1.928 -0.747
C -0.260 -2.031 0.644
C -0.470 -0.782 1.361
C -0.678 0.628 0.776
H -1.018 2.707 -2.653
H 1.338 2.527 -1.869
H 0.705 2.715 -0.104
H 1.350 -0.210 -1.513
H -0.822 -2.904 1.145
H -1.232 -0.702 2.267
H -1.709 0.814 0.418
H 0.597 1.513 1.862
O -0.837 2.908 -1.482
O 0.485 -2.928 -1.525
O 0.779 -1.392 1.595
O -0.334 1.679 1.647

=====

two | # C7H8O4

The molecule C7H8O4 (the ωB97M-V functional and the def2-TZVPD basis, OMol25).

Values from the calculation:
Highest occupied orbital energy   -10.0 eV
Orbital gap   9.37 eV
Total charge   0
SMILES   C=C[C@]1(OCC)OC(=O)C1=O

Positions of all 19 atoms, in Å:
C 1.339 3.049 -0.370
C 2.027 3.177 1.001
C -1.733 1.723 -0.489
C -0.859 2.031 0.453
C 0.614 1.824 0.271
C 1.196 -1.722 -0.374
C 0.663 -0.537 0.410
O 1.302 3.607 -1.414
O 2.822 3.889 1.514
O 1.354 2.119 1.511
O 1.011 0.651 -0.311
H -2.786 1.899 -0.358
H -1.418 1.283 -1.421
H -1.142 2.483 1.392
H 0.758 -1.736 -1.368
H 2.275 -1.648 -0.472
H 0.945 -2.644 0.143
H 1.114 -0.490 1.408
H -0.427 -0.594 0.518

=====

Least stable of them? one.

=====

one | # C2H4N2O3

The molecule C2H4N2O3 (the ωB97M-V functional and the def2-TZVPD basis, OMol25).

Values from the calculation:
Highest occupied orbital energy   -8.9 eV
Orbital gap   9.53 eV
Total charge   0
SMILES   ONC1=NOCO1

Positions of all 11 atoms, in Å:
C 0.289 0.021 -0.104
C -1.878 -0.251 -0.014
H 2.683 0.953 0.832
H 1.650 -1.139 -0.934
H -2.131 -0.532 1.142
H -2.552 -0.481 -0.792
N 1.546 -0.503 0.064
N -0.059 1.242 0.147
O 2.441 0.500 -0.170
O -1.453 1.125 -0.215
O -0.535 -0.934 0.045

=====

two | # C2H4N2O3

The molecule C2H4N2O3 (the ωB97M-V functional and the def2-TZVPD basis, OMol25).

Values from the calculation:
Highest occupied orbital energy   -9.1 eV
Orbital gap   9.74 eV
Total charge   0
SMILES   N/C(=N/O)C(=O)O

Positions of all 11 atoms, in Å:
C -0.331 -0.275 -0.101
C 0.494 0.819 -0.822
H -1.937 -1.362 -0.529
H -1.379 -0.364 -1.830
H 0.657 -0.764 2.684
H 1.497 1.222 0.755
N -1.303 -0.754 -0.938
N -0.237 -0.786 1.080
O 0.789 -0.252 1.866
O 1.525 1.380 -0.227
O 0.224 1.136 -1.939

=====

three | # C2H4N2O3

The molecule C2H4N2O3 (the ωB97M-V functional and the def2-TZVPD basis, OMol25).

Values from the calculation:
Highest occupied orbital energy   -9.4 eV
Orbital gap   9.80 eV
Total charge   0
SMILES   NC(=O)NOC=O

Positions of all 11 atoms, in Å:
N 0.692 0.782 -0.308
C -0.494 0.142 -0.470
N -1.591 0.856 -0.770
C 1.132 -1.430 0.815
O 1.158 0.327 0.980
O -0.610 -1.094 -0.183
O 1.209 -2.352 1.586
H 0.689 1.786 -0.434
H -2.471 0.380 -0.619
H -1.588 1.853 -0.618
H 1.874 -1.249 0.021

=====

Least stable of them? one.

=====

one | # C2H3F2NO

The molecule C2H3F2NO (the ωB97M-V functional and the def2-TZVPD basis, OMol25).

Values from the calculation:
Highest occupied orbital energy   -10.7 eV
Orbital gap   11.43 eV
Total charge   0
SMILES   O/N=C\C(F)F

Positions of all 9 atoms, in Å:
C -0.047 -0.482 0.711
C 1.022 0.172 -0.146
H -2.610 0.404 -0.563
H 0.315 -1.089 1.555
H 0.583 0.591 -1.020
N -1.260 -0.339 0.412
O -1.609 0.520 -0.619
F 1.775 -0.877 -0.645
F 1.830 1.102 0.315

=====

two | # C2H3F2NO

A 2-piece molecular cluster, C2H3F2NO overall (the ωB97M-V functional and the def2-TZVPD basis, OMol25).

Values from the calculation:
Highest occupied orbital energy   -10.3 eV
Orbital gap   10.36 eV
Total charge   0

Positions of all 9 atoms, in Å:
C -0.030 0.802 -1.827
C 0.428 0.685 -0.375
N -0.236 -0.774 2.374
O 1.299 0.462 -1.305
F -1.475 -0.716 1.873
F 0.192 -2.018 1.974
H -0.489 -0.097 -2.182
H -0.024 1.836 -2.340
H 0.336 -0.178 1.807

=====

Least stable of them? two.

=====

one | # C17H30N

An isolated ion of composition C17H30N and charge +1 (the ωB97M-V functional and the def2-TZVPD basis, OMol25).

Values from the calculation:
Highest occupied orbital energy   -13.0 eV
Orbital gap   8.65 eV
Total charge   +1
SMILES   CCCCCCCCCCCCc1ccc[nH+]c1

Positions of all 48 atoms, in Å:
C 4.997 -1.822 0.392
C 4.272 -0.797 -0.477
C 3.013 -0.244 0.195
C 2.249 0.707 -0.753
C 1.865 2.066 -0.158
C 1.350 2.037 1.283
C 0.306 0.950 1.568
C -1.087 1.550 1.783
C -2.277 0.552 1.758
C -1.966 -0.910 2.118
C -1.591 -1.836 0.970
C -2.668 -1.969 -0.109
C -2.665 -0.938 -1.208
C -1.588 -0.110 -1.512
C -1.636 0.813 -2.549
C -2.797 0.909 -3.302
N -3.830 0.107 -3.008
C -3.799 -0.788 -2.004
H 4.920 -1.520 1.434
H 4.537 -2.797 0.277
H 6.054 -1.872 0.156
H 4.915 0.054 -0.706
H 3.995 -1.233 -1.434
H 2.377 -1.104 0.401
H 3.278 0.229 1.133
H 2.834 0.845 -1.657
H 1.336 0.200 -1.078
H 2.748 2.704 -0.180
H 1.146 2.555 -0.814
H 2.185 1.993 1.972
H 0.882 3.002 1.471
H 0.246 0.253 0.739
H 0.582 0.399 2.460
H -1.109 2.113 2.711
H -1.258 2.275 0.987
H -3.006 0.903 2.482
H -2.768 0.639 0.791
H -1.206 -0.930 2.891
H -2.860 -1.323 2.582
H -1.438 -2.828 1.385
H -0.646 -1.579 0.499
H -3.658 -2.028 0.335
H -2.518 -2.931 -0.601
H -0.677 -0.161 -0.938
H -0.787 1.442 -2.751
H -2.894 1.608 -4.113
H -4.670 0.194 -3.564
H -4.688 -1.378 -1.856

=====

two | # C17H30N

C17H30N as an isolated structure (the ωB97M-V functional and the def2-TZVPD basis, OMol25).

Values from the calculation:
Highest occupied orbital energy   -12.1 eV
Orbital gap   9.11 eV
Total charge   +1

Positions of all 48 atoms, in Å:
C -7.115 -1.058 0.485
C -5.719 -1.079 -0.409
C -4.591 -0.237 0.290
C -3.399 -0.357 -0.515
C -2.307 0.234 0.088
C -1.095 0.337 -0.523
H -0.824 -0.732 -0.612
H -1.246 0.932 -1.656
C 0.031 1.183 0.069
C 1.387 1.108 -0.700
H 1.113 1.973 -1.554
H 1.447 0.232 -1.130
N 2.614 1.473 -0.145
C 3.657 1.867 -1.029
H 3.325 2.492 -1.944
H 3.729 0.787 -1.425
H 4.607 1.947 -0.564
C 2.328 2.928 0.649
H 2.049 3.765 -0.238
H 1.650 2.956 1.526
H 3.260 3.391 0.834
C 2.944 0.810 1.199
C 3.382 -0.560 0.613
C 4.618 -0.943 0.327
C 4.983 -2.101 -0.522
C 4.087 -3.225 -0.321
C 2.729 -3.129 0.105
C 2.449 -1.505 0.510
H 1.334 -1.488 1.003
H 1.988 -3.744 0.175
H 4.252 -4.133 -0.696
H 5.961 -2.532 -0.712
H 5.493 -0.208 0.215
H 2.260 0.537 1.782
H 3.919 1.095 1.498
H -0.205 2.380 0.404
H 0.276 0.665 0.948
H -2.648 1.458 0.705
H -2.171 -0.028 1.220
H -3.262 -1.227 -0.586
H -3.551 0.076 -1.294
H -4.713 -0.727 1.526
H -5.161 0.660 0.534
H -5.615 -2.243 -0.558
H -6.151 -0.541 -1.449
H -7.794 -1.656 -0.143
H -6.936 -1.646 1.409
H -7.369 -0.184 0.609

=====

Least stable of them? two.

=====

one | # C3H10NOPS

A 2-piece molecular cluster, C3H10NOPS overall (the ωB97M-V functional and the def2-TZVPD basis, OMol25).

Values from the calculation:
Highest occupied orbital energy   -9.3 eV
Orbital gap   8.55 eV
Total charge   0
SMILES   CN[P@@H](C)=O.C=S

Positions of all 17 atoms, in Å:
C 1.704 2.073 0.021
C 1.490 -1.977 -0.578
C -5.449 -0.040 0.147
N 1.236 0.731 -0.275
O 3.467 -0.355 0.533
P 2.024 -0.557 0.433
S -3.859 -0.243 0.225
H 2.792 2.031 0.060
H 1.397 2.746 -0.780
H 1.334 2.459 0.975
H 0.410 -2.040 -0.660
H 1.932 -1.855 -1.567
H 1.880 -2.886 -0.127
H -5.953 0.120 -0.798
H 1.431 -0.805 1.682
H -6.067 -0.052 1.036
H 0.230 0.649 -0.326

=====

two | # C3H10NOPS

A 2-piece molecular cluster, C3H10NOPS overall (the ωB97M-V functional and the def2-TZVPD basis, OMol25).

Values from the calculation:
Highest occupied orbital energy (alpha / beta)   -8.4 / -7.6 eV
Orbital gap (alpha / beta)   7.66 / 6.25 eV
Total charge   0

Positions of all 17 atoms, in Å:
C 0.046 -2.318 1.464
C -0.179 -0.478 -2.365
C -0.315 3.634 -0.464
N 0.411 -1.784 0.156
O -1.899 -0.524 -0.063
P -0.489 -0.539 -0.436
S 1.039 2.438 -0.256
H -0.944 -2.085 1.623
H 0.101 -3.392 1.402
H 0.763 -1.973 2.346
H 0.549 -1.260 -2.541
H -1.214 -0.698 -2.789
H 0.177 0.558 -2.738
H -0.077 4.246 -1.298
H -0.296 4.146 0.444
H -1.346 3.146 -0.623
H 1.371 -1.642 0.074

=====

Least stable of them? two.

=====

one | # C6H8ClNO

C6H8ClNO as an isolated structure (the ωB97M-V functional and the def2-TZVPD basis, OMol25).

Values from the calculation:
Highest occupied orbital energy   -8.0 eV
Orbital gap   8.22 eV
Total charge   0

Positions of all 17 atoms, in Å:
C -0.508 0.428 1.265
C -0.624 0.743 -1.356
C -1.858 0.219 1.170
C 0.147 0.022 -0.505
C 0.194 -1.507 -0.612
C 1.496 0.697 -0.561
N 0.368 0.806 2.089
O -0.963 1.653 -1.917
Cl -2.765 0.116 -0.337
H -2.581 -0.080 1.952
H -0.818 -1.801 -0.554
H 0.752 -2.045 0.230
H 0.718 -1.798 -1.490
H 1.506 1.697 -0.612
H 1.833 0.323 -1.520
H 2.116 0.390 0.301
H 0.987 0.137 2.457

=====

two | # C6H8ClNO

The molecule C6H8ClNO (the ωB97M-V functional and the def2-TZVPD basis, OMol25).

Values from the calculation:
Highest occupied orbital energy   -8.7 eV
Orbital gap   9.52 eV
Total charge   0
SMILES   CC(=O)N1CCC=C1Cl

Positions of all 17 atoms, in Å:
C 1.753 -1.437 -0.694
C 0.816 -1.737 0.246
C -1.353 -0.229 0.992
C 1.726 0.062 -1.081
C 0.569 0.805 -0.304
C -2.178 1.116 0.738
N -0.149 -0.333 0.350
O -1.821 -1.098 1.712
Cl 0.232 -3.122 0.946
H 2.570 -2.047 -1.020
H 2.616 0.591 -1.044
H 1.388 0.340 -2.106
H 1.016 1.580 0.314
H -0.170 1.308 -0.972
H -1.836 1.417 -0.317
H -1.884 1.918 1.440
H -3.296 0.866 0.799

=====

Least stable of them? one.

=====

one | # C4H5F2NO

The molecule C4H5F2NO (the ωB97M-V functional and the def2-TZVPD basis, OMol25).

Values from the calculation:
Highest occupied orbital energy   -10.5 eV
Orbital gap   11.36 eV
Total charge   0
SMILES   C[C@@H]1ON=CC1(F)F

Positions of all 13 atoms, in Å:
C 0.920 1.348 -1.360
C 0.902 0.299 -0.301
C -0.709 -1.301 0.468
C -0.439 0.181 0.558
H 0.571 2.286 -0.992
H 1.948 1.426 -1.734
H 0.227 1.094 -2.120
H 1.700 0.483 0.448
H -1.576 -1.909 0.808
N 0.103 -1.860 -0.320
O 1.030 -1.001 -0.825
F -0.308 0.692 1.810
F -1.456 0.918 -0.005

=====

two | # C4H5F2NO

The molecule C4H5F2NO (the ωB97M-V functional and the def2-TZVPD basis, OMol25).

Values from the calculation:
Highest occupied orbital energy   -10.3 eV
Orbital gap   11.08 eV
Total charge   0
SMILES   NC(=O)[C@@]1(F)C[C@@H]1F

Positions of all 13 atoms, in Å:
C -0.322 0.049 1.100
C 0.805 0.201 -1.299
C 1.430 -0.919 -0.543
C -0.007 -0.609 -0.324
N -1.560 0.239 1.495
O 0.555 0.589 1.729
F 1.657 -2.051 -1.304
F -0.979 -1.405 -0.842
H 0.978 1.150 -1.063
H 0.607 -0.036 -2.322
H 2.029 -0.907 0.480
H -2.410 -0.118 1.140
H -1.573 0.525 2.510

=====

Least stable of them? one.